Below is a single C10H10Cl2O molecule, with properties calculated with ωB97M-V/def2-TZVPD.

```
23
Properties=species:S:1:pos:R:3:lowdin_charge:R:1
C 3.280 -0.196 0.108 -0.130
C 2.793 -1.123 0.954 -0.098
C 2.541 0.405 -0.852 -0.105
C 1.518 -1.570 0.801 -0.066
C 1.182 0.047 -1.063 -0.055
C 0.707 -0.994 -0.182 -0.290
C -2.294 1.106 0.251 -0.232
C -2.603 -0.138 -0.607 -0.256
C -1.216 1.070 1.255 -0.582
C -0.631 -1.328 -0.297 -0.604
O -1.492 -0.733 -1.130 -0.088
Cl 0.265 1.770 1.040 0.781
Cl -1.311 -2.709 0.648 0.680
H 4.286 0.108 0.289 0.101
H 3.470 -1.613 1.712 0.133
H 2.964 1.138 -1.453 0.085
H 1.158 -2.418 1.299 0.066
H 0.780 0.407 -2.008 0.121
H -2.005 1.948 -0.657 0.178
H -3.187 1.471 0.568 0.062
H -3.100 -0.770 0.115 0.088
H -3.357 0.089 -1.429 0.155
H -1.458 0.792 2.252 0.057
```

## Properties
* M: 217.10 Da
* multiplicity: 3
* HOMO-LUMO gap (alpha / beta): 0.2705 / 0.3068 hartree
* HOMO (alpha / beta): -6.56 / -9.14 eV
* electronic energy: -1382.5082 a.u.